Record 1
The following is a DFT calculation (ωB97M-V/def2-TZVPD) of an isolated ion of composition C2H5N2 and charge +1 at a distorted geometry.

```
9
Properties=species:S:1:pos:R:3
C 0.241 1.065 -0.032
C 0.162 -0.428 -0.016
N -1.761 0.579 0.011
N -1.273 -0.528 0.016
H 0.301 1.750 0.891
H 0.455 -0.862 -0.944
H 0.759 1.571 -0.865
H 0.741 -0.885 0.947
H -1.785 -1.528 0.108
```

Calculated values
**Charge**: +1
**Max |F|**: 5.29 eV/A
**E_tot**: -5121.060 eV
**2S+1**: 3
**Frontier orbital gap (spin up / spin down)**: 6.83 / 9.86 eV
**E_HOMO (spin up / spin down)**: -13.57 / -18.14 eV

Results of the Löwdin charge analysis, in e, for atoms 1 through 5: C 0.03; C -0.18; N 0.35; N -0.04; H 0.13

Record 2
The following is a DFT calculation (ωB97M-V/def2-TZVPD) of C21H38BrF3GeIN5NdO6P2 as an isolated structure at a distorted geometry.

```
79
Properties=species:S:1:pos:R:3
Nd 0.222 0.728 -0.119
C 4.241 1.579 -1.152
N 3.539 2.832 -1.307
C 4.411 3.972 -1.193
P 1.989 2.797 -0.459
O 1.103 2.054 -1.493
O 1.546 2.871 2.866
P 0.533 1.849 2.540
O -0.428 2.125 1.405
N 1.332 0.317 2.105
C 0.799 -0.905 2.705
C 2.786 0.368 2.221
N -0.389 1.383 3.914
C 0.365 1.450 5.141
C -1.702 1.962 4.054
N 1.594 4.484 -0.742
C 1.813 5.328 0.414
C 0.314 4.736 -1.350
H 4.855 1.378 -2.037
H 3.507 0.773 -1.053
H 4.907 1.554 -0.276
H 5.144 3.952 -2.009
H 4.965 4.013 -0.240
H 3.803 4.867 -1.288
H -0.291 -0.891 2.687
H 1.121 -1.027 3.747
H 1.150 -1.781 2.144
H 3.137 1.330 1.848
H 3.229 -0.431 1.619
H 3.128 0.262 3.258
H 1.356 1.035 4.981
H -0.152 0.875 5.915
H 0.495 2.482 5.492
H -2.192 1.974 3.084
H -1.669 2.988 4.447
H -2.285 1.345 4.745
H 2.732 5.019 0.909
H 1.000 5.263 1.150
H 1.906 6.372 0.088
H 0.138 3.983 -2.120
H 0.325 5.724 -1.825
H -0.513 4.710 -0.621
O 4.124 -2.669 0.106
C 3.084 -2.275 -0.286
N 2.125 -1.628 -0.546
F -1.983 -1.019 -1.589
C -2.737 -1.730 -0.692
F -4.012 -1.373 -0.925
F -2.620 -3.015 -1.033
C -2.251 -1.387 0.789
O -2.479 -2.200 1.653
O -1.691 -0.267 0.817
Br -3.114 2.112 -4.403
C -3.318 3.698 -3.410
C -3.731 4.861 -4.044
C -3.923 6.014 -3.304
C -3.678 6.009 -1.940
C -3.255 4.852 -1.311
C -3.081 3.678 -2.038
I -2.501 1.867 -0.993
H -3.915 4.859 -5.106
H -4.277 6.911 -3.790
H -3.839 6.905 -1.361
H -3.082 4.844 -0.245
C 2.320 -2.491 -3.725
Ge 0.663 -1.626 -2.972
C 0.565 0.180 -3.811
C -0.892 -2.618 -3.781
C 0.761 -1.521 -0.961
H 2.356 -2.383 -4.804
H 2.346 -3.551 -3.493
H 3.213 -2.035 -3.310
H 0.332 0.099 -4.870
H 1.499 0.722 -3.696
H -0.218 0.769 -3.332
H -0.589 -3.053 -4.727
H -1.698 -1.919 -3.978
H -1.258 -3.415 -3.144
H 0.227 -2.408 -0.561
```

Calculated values
**Charge**: -1
**Max |F|**: 3.18 eV/A
**E_tot**: -218802.228 eV
**2S+1**: 4
**Frontier orbital gap (spin up / spin down)**: 6.86 / 6.86 eV
**E_HOMO (spin up / spin down)**: -4.73 / -4.73 eV

Results of the Löwdin charge analysis, in e, for atoms 1 through 5: Nd 1.35; C -0.17; N -0.36; C -0.17; P 0.77

Record 3
The following is a DFT calculation (ωB97M-V/def2-TZVPD) of C33H44ClN5O5P2Pb as an isolated structure at a distorted geometry.

```
91
Properties=species:S:1:pos:R:3
Pb 0.058 0.099 0.172
C 2.371 -2.802 1.183
C 2.335 -1.316 1.312
C 2.976 -0.508 0.369
C 3.018 0.883 0.507
C 3.784 1.722 -0.461
C 2.387 1.468 1.610
C 1.737 0.695 2.574
C 1.159 1.329 3.796
C 1.694 -0.700 2.399
H 2.307 -3.096 0.139
H 1.554 -3.259 1.732
H 3.309 -3.182 1.586
H 3.511 -0.973 -0.445
H 4.818 1.808 -0.128
H 3.375 2.727 -0.524
H 3.792 1.274 -1.450
H 2.480 2.534 1.761
H 1.910 1.350 4.586
H 0.304 0.770 4.166
H 0.854 2.355 3.604
H 1.270 -1.313 3.179
C -4.188 -3.711 -1.273
N -3.444 -2.783 -0.442
C -4.228 -2.149 0.600
P -1.809 -2.967 -0.231
O -1.259 -1.827 0.559
O -1.282 -3.026 -1.752
P -0.411 -2.064 -2.711
O 0.351 -1.020 -1.972
N 0.610 -3.176 -3.393
C 0.152 -4.455 -3.902
C 1.767 -2.654 -4.099
N -1.581 -1.354 -3.646
C -2.487 -2.163 -4.438
C -1.410 0.004 -4.121
N -1.196 -4.406 0.328
C -1.116 -4.591 1.767
C -1.455 -5.638 -0.400
H -4.964 -3.159 -1.804
H -4.669 -4.504 -0.693
H -3.526 -4.163 -2.006
H -5.014 -1.554 0.136
H -3.580 -1.496 1.176
H -4.692 -2.873 1.272
H -0.709 -4.792 -3.336
H 0.952 -5.186 -3.780
H -0.114 -4.411 -4.960
H 2.026 -1.686 -3.676
H 1.581 -2.539 -5.171
H 2.607 -3.338 -3.967
H -2.522 -3.170 -4.032
H -2.182 -2.212 -5.487
H -3.487 -1.729 -4.389
H -0.671 0.504 -3.499
H -2.358 0.541 -4.041
H -1.081 0.036 -5.165
H -0.877 -3.634 2.225
H -0.321 -5.306 1.986
H -2.050 -4.975 2.190
H -1.539 -5.419 -1.461
H -2.364 -6.140 -0.060
H -0.612 -6.315 -0.258
Cl -5.364 4.917 3.337
C -4.228 4.013 2.420
C -4.675 2.871 1.712
C -3.806 2.106 0.992
C -2.431 2.438 0.896
O -1.571 1.662 0.353
C -2.003 3.675 1.531
C -0.709 4.150 1.376
O 0.116 3.894 0.377
C -2.916 4.388 2.359
H -5.716 2.597 1.771
H -4.136 1.216 0.479
H -0.285 4.866 2.076
H -2.576 5.273 2.872
N -3.051 5.089 -8.022
C -2.679 4.719 -7.004
C -2.208 4.292 -5.739
C -3.107 4.101 -4.687
C -2.631 3.754 -3.441
C -1.252 3.604 -3.237
C -0.363 3.736 -4.310
C -0.839 4.082 -5.556
C -0.765 3.473 -1.925
C -0.328 3.542 -0.798
H -4.162 4.251 -4.860
H -3.307 3.629 -2.609
H 0.692 3.593 -4.144
H -0.169 4.215 -6.391
```

Calculated values
**Charge**: +2
**Max |F|**: 2.24 eV/A
**E_tot**: -88959.987 eV
**2S+1**: 1
**Frontier orbital gap**: 6.63 eV
**E_HOMO**: -13.30 eV

Results of the Löwdin charge analysis, in e, for atoms 1 through 5: Pb 1.69; C -0.01; C -0.33; C -0.06; C -0.31

Record 4
The following is a DFT calculation (ωB97M-V/def2-TZVPD) of a 30-piece molecular cluster, BF4H58O29 overall at a distorted geometry.

```
92
Properties=species:S:1:pos:R:3
B -24.880 -13.224 -3.642
F -24.969 -14.478 -4.272
F -24.227 -13.455 -2.489
F -24.044 -12.407 -4.340
F -26.104 -12.674 -3.391
O -22.463 -15.245 -4.753
H -22.260 -16.155 -4.968
H -23.332 -15.282 -4.352
O -27.285 -11.401 -0.943
H -27.038 -12.102 -1.546
H -26.559 -11.352 -0.321
O -26.156 -14.885 -0.801
H -25.566 -14.509 -1.454
H -27.021 -14.547 -1.036
O -24.122 -11.729 -0.169
H -23.932 -12.194 0.646
H -23.962 -12.376 -0.856
O -24.703 -13.833 1.857
H -25.368 -14.175 1.259
H -24.303 -14.612 2.243
O -24.988 -9.878 -7.635
H -25.789 -10.320 -7.355
H -24.707 -10.360 -8.413
O -21.907 -11.484 -5.493
H -22.656 -11.502 -4.897
H -22.096 -12.167 -6.136
O -30.898 -14.120 -3.982
H -31.171 -14.905 -4.456
H -30.409 -14.452 -3.229
O -22.221 -13.634 -7.092
H -22.338 -14.303 -6.418
H -22.456 -14.073 -7.909
O -28.049 -8.623 -3.493
H -28.843 -9.096 -3.240
H -27.910 -7.993 -2.785
O -25.652 -8.338 -4.984
H -25.555 -9.060 -5.604
H -26.413 -8.575 -4.455
O -27.698 -14.192 -5.218
H -28.384 -14.077 -4.561
H -26.883 -14.191 -4.715
O -28.825 -9.877 -6.252
H -28.197 -9.512 -5.629
H -28.370 -10.626 -6.639
O -21.808 -17.379 -1.775
H -21.758 -16.424 -1.746
H -21.252 -17.671 -1.052
O -28.703 -15.038 -7.785
H -28.329 -14.778 -6.943
H -28.750 -15.993 -7.742
O -30.704 -11.590 -2.356
H -30.497 -10.778 -2.818
H -30.203 -12.263 -2.817
O -23.083 -8.310 -3.165
H -23.157 -9.031 -2.540
H -23.767 -8.482 -3.812
O -26.894 -12.148 -7.397
H -26.572 -12.544 -8.207
H -27.066 -12.891 -6.819
O -19.553 -15.233 -4.854
H -20.429 -14.905 -4.650
H -19.240 -15.609 -4.032
O -25.316 -19.051 -4.125
H -24.969 -18.193 -3.881
H -24.567 -19.643 -4.053
O -28.573 -14.827 -2.041
H -29.275 -15.115 -1.458
H -28.044 -15.611 -2.186
O -22.128 -17.974 -4.496
H -22.443 -18.877 -4.500
H -21.946 -17.787 -3.575
O -20.879 -14.714 -2.115
H -20.368 -14.021 -1.698
H -21.455 -14.254 -2.726
O -29.596 -9.951 -0.159
H -28.893 -9.301 -0.171
H -29.211 -10.727 -0.566
O -19.162 -9.691 -5.770
H -19.813 -10.386 -5.864
H -18.945 -9.690 -4.838
O -20.383 -11.931 -3.220
H -20.959 -11.968 -3.984
H -20.125 -11.011 -3.159
O -27.857 -18.725 -3.616
H -26.975 -19.088 -3.531
H -27.829 -18.214 -4.425
O -24.803 -8.959 -0.419
H -25.324 -8.818 0.372
H -24.729 -9.910 -0.491
O -27.197 -16.239 1.495
H -26.805 -15.991 0.658
H -28.006 -15.728 1.542
```

Calculated values
**Charge**: -1
**Max |F|**: 3.66 eV/A
**E_tot**: -71878.113 eV
**2S+1**: 1
**Frontier orbital gap**: 9.36 eV
**E_HOMO**: -8.02 eV

Results of the Löwdin charge analysis, in e, for atoms 1 through 5: B -1.40; F 0.11; F 0.17; F 0.18; F 0.19